[1]
This record from the Open Molecules 2025 dataset describes the molecule C2H5OPS at a distorted geometry. The level of theory is ωB97M-V with the def2-TZVPD basis set.

```
! RIJCOSX wB97M-V def2-TZVPD def2/J DEFGRID3
* xyz 0 1
O -1.641 0.513 -0.258
C -0.453 1.126 0.012
C 0.667 0.052 0.040
P 0.145 -1.731 -0.009
S 2.218 0.390 -0.069
H -1.979 0.338 -1.152
H -0.220 1.753 -0.760
H -0.385 1.636 0.878
H 1.457 -2.251 -0.133
H 0.192 -1.827 1.450
*
```

Properties
Relative energy (zero: lowest compared OMol25 entry of this formula, charge and spin): 1.8991 eV
F_max: 4.963 eV Å⁻¹
Total energy: -24324.3403 eV
LUMO: -0.012 Ha
Structure (SMILES): OCC(P)=S

[2]
This record from the Open Molecules 2025 dataset describes the ion C7H18NSi2 with charge +1 at a distorted geometry. The level of theory is ωB97M-V with the def2-TZVPD basis set.

```
! RIJCOSX wB97M-V def2-TZVPD def2/J DEFGRID3
* xyz 1 1
C -2.890 1.511 0.777
C 0.559 0.110 0.896
C 0.080 -0.780 -0.243
C 3.896 0.331 2.015
C 3.420 0.706 -0.809
C -2.518 0.032 -2.420
C -2.807 -1.925 0.053
N -1.912 0.989 0.233
Si 2.523 0.308 0.771
Si -1.772 -0.487 -0.675
H -3.961 1.209 0.987
H -2.577 2.450 1.141
H 0.232 1.138 0.674
H 0.036 -0.207 1.887
H 0.652 -0.607 -1.181
H 0.275 -1.870 0.035
H 4.802 0.147 1.449
H 3.971 1.138 2.717
H 3.940 -0.609 2.525
H 4.431 0.174 -0.888
H 2.813 0.725 -1.753
H 3.901 1.727 -0.648
H -2.127 0.767 -3.079
H -2.509 -0.838 -3.028
H -3.506 0.278 -2.225
H -3.788 -1.753 -0.152
H -2.472 -2.937 -0.229
H -2.692 -1.724 1.171
*
```

Properties
Relative energy (zero: lowest compared OMol25 entry of this formula, charge and spin): 2.6909 eV
F_max: 3.958 eV Å⁻¹
Total energy: -24788.1585 eV
LUMO: -0.184 Ha

[3]
This record from the Open Molecules 2025 dataset describes a cluster of 2 separate species, C8H11ClN2O2S in total at a distorted geometry. The level of theory is ωB97M-V with the def2-TZVPD basis set.

```
! RIJCOSX wB97M-V def2-TZVPD def2/J DEFGRID3
* xyz 0 1
C -2.371 -0.747 0.006
C -1.601 -1.827 -0.094
N -1.083 -2.324 -1.303
N -1.274 -1.762 -2.485
C -0.878 -2.571 -3.574
O -1.329 -2.296 -4.655
S 0.140 -3.834 -3.019
C -0.185 -3.367 -1.309
O 0.436 -3.808 -0.429
H -2.587 -0.110 -0.782
H -2.628 -0.353 0.964
H -1.293 -2.380 0.756
H -2.020 -1.135 -2.669
C 2.477 2.919 2.231
C 1.005 2.651 2.332
C 0.468 1.961 1.123
C 1.044 1.142 0.283
Cl 0.560 0.315 -1.142
H 2.536 3.529 1.319
H 2.739 3.495 3.238
H 2.954 1.993 2.088
H 0.481 3.540 2.561
H 0.858 2.025 3.191
H -0.572 2.105 0.864
H 2.123 0.839 0.506
*
```

Properties
Relative energy (zero: lowest compared OMol25 entry of this formula, charge and spin): 1.2692 eV
F_max: 4.501 eV Å⁻¹
Total energy: -38904.6492 eV
LUMO: 0.024 Ha
Structure (SMILES): C=Cn1[nH]c(=O)sc1=O.CC/C=C/Cl

Q: relative energy (zero: lowest compared OMol25 entry of this formula, charge and spin) of number 3 (C8H11ClN2O2S)?
A: 1.2692 eV